1.
{"formula": "CH6NO2", "method": "the ωB97M-V functional and the def2-TZVPD basis", "lumo_energy_ev": 4.695, "orbital_gap_ev": 7.548, "relative_energy_kcal_mol": 8.6, "charge": -1, "species": ["O", "O", "N", "C", "H", "H", "H", "H", "H", "H"], "xyz": [[0.54770, 0.48009, 0.41945], [-0.76446, 1.95664, 2.12822], [-0.02116, -1.50758, -0.72873], [0.43583, -0.08926, -0.77522], [-0.55395, -1.76349, -1.55122], [1.39149, -0.04947, -1.32544], [0.76330, -2.15084, -0.62041], [-0.29300, 0.42325, -1.45791], [-1.12569, 1.20102, 2.59816], [-0.38006, 1.49964, 1.31310]], "forces_ev_per_angstrom": [[-0.02, 0.09, 0.18], [-0.28, 0.08, -0.18], [-0.12, -0.48, 0.20], [-0.21, 0.54, 0.11], [0.18, -0.03, -0.14], [0.43, -0.11, -0.32], [-0.25, 0.23, -0.08], [-0.14, -0.14, 0.02], [0.03, 0.00, 0.04], [0.39, -0.17, 0.17]]}



2.
{"formula": "CH6NO2", "method": "the ωB97M-V functional and the def2-TZVPD basis", "lumo_energy_ev": -4.853, "orbital_gap_ev": 10.503, "relative_energy_kcal_mol": 41.2, "charge": 1, "species": ["O", "O", "N", "C", "H", "H", "H", "H", "H", "H"], "xyz": [[-0.96762, 1.10983, -0.12389], [-1.39871, -0.98270, 0.45232], [1.48719, -0.19953, 0.03974], [-0.94668, -0.15753, -0.37914], [2.35636, -0.40971, -0.31209], [-1.97074, -0.61127, 1.22698], [1.21650, -0.70054, 0.84927], [-0.72586, -0.57432, -1.33187], [-0.46844, 1.75840, -0.66286], [1.41798, 0.76737, 0.24155]], "forces_ev_per_angstrom": [[-0.43, -0.28, 0.63], [-2.05, 0.16, 2.05], [-3.05, 0.56, -0.22], [0.59, 1.57, -0.45], [2.31, -0.86, -0.75], [1.58, -0.49, -1.45], [0.44, -0.72, 0.89], [0.55, -0.06, -0.71], [-0.35, -0.81, -0.35], [0.42, 0.94, 0.35]]}



E for every record listed, in sequence, given in eV: -6719.457 -6711.365.
Max |F| for every record listed, in sequence, given in eV/Å: 0.6 3.1.